1.
{"formula": "C6H2InO4", "method": "ωB97M-V with the def2-TZVPD basis set", "multiplicity": 2, "gap_ev": [7.336, 5.168], "homo_energy_ev": [-8.96, -7.88], "symbols": ["In", "C", "C", "C", "O", "C", "C", "C", "O", "O", "O", "H", "H"], "xyz": [[3.429, -0.688, 2.705], [-1.218, -0.176, 0.875], [0.161, -0.539, 1.086], [1.140, -0.355, -0.201], [2.361, -0.613, -0.032], [0.588, 0.222, -1.412], [-0.735, 0.602, -1.489], [-1.655, 0.392, -0.305], [-2.916, 0.704, -0.245], [-1.063, 1.249, -2.603], [0.623, -0.972, 2.191], [-1.909, -0.327, 1.691], [1.194, 0.501, -2.260]]}

=====

2.
{"formula": "C8H5CeCl2HoNO3S", "method": "ωB97M-V with the def2-TZVPD basis set", "total_charge": 4, "multiplicity": 6, "gap_ev": [4.492, 4.559], "homo_energy_ev": [-21.22, -21.22], "de_lowest_kcal_mol": 0.0, "symbols": ["Ce", "Ho", "Cl", "Cl", "C", "C", "C", "O", "O", "O", "S", "C", "N", "C", "C", "C", "C", "H", "H", "H", "H", "H"], "xyz": [[-1.478, -0.114, -4.899], [-0.603, -0.211, -0.785], [-0.719, -1.956, -2.721], [-0.975, 1.608, -2.632], [1.064, 1.353, -0.339], [-0.180, -1.781, -5.729], [0.082, 0.996, -6.203], [1.842, 2.207, -0.198], [0.633, -2.624, -5.769], [1.020, 1.505, -6.710], [-0.213, -2.267, 0.859], [-0.065, -0.971, 1.994], [-1.216, -0.641, 2.709], [-1.199, 0.228, 3.764], [-0.026, 0.865, 4.093], [1.121, 0.646, 3.321], [1.111, -0.281, 2.283], [-2.076, -1.169, 2.516], [-2.144, 0.363, 4.277], [-0.006, 1.539, 4.949], [2.037, 1.192, 3.549], [1.992, -0.485, 1.670]]}

=====

3.
{"formula": "CH5N3O", "method": "ωB97M-V with the def2-TZVPD basis set", "multiplicity": 3, "gap_ev": [8.446, 7.759], "homo_energy_ev": [-7.30, -10.05], "de_lowest_kcal_mol": 5.2, "symbols": ["C", "N", "N", "N", "O", "H", "H", "H", "H", "H"], "xyz": [[0.202, 0.019, -0.390], [-1.906, 0.017, 0.215], [1.301, 0.729, 0.237], [-1.063, 0.790, -0.227], [0.050, -1.342, 0.005], [0.296, 0.103, -1.434], [-2.821, 0.419, 0.442], [-0.984, -1.314, 0.223], [2.196, 0.504, -0.214], [1.485, 0.396, 1.232]]}

=====

4.
{"formula": "CH4FeO17S4", "method": "ωB97M-V with the def2-TZVPD basis set", "total_charge": -5, "multiplicity": 6, "gap_ev": [4.996, 4.957], "homo_energy_ev": [6.39, 6.42], "de_lowest_kcal_mol": 0.4, "symbols": ["Fe", "S", "O", "O", "O", "O", "S", "O", "O", "O", "O", "S", "O", "O", "O", "O", "S", "O", "O", "O", "O", "C", "O", "H", "H", "H", "H"], "xyz": [[0.326, -0.155, 0.370], [2.387, 1.487, -1.844], [3.480, 0.512, -2.008], [2.827, 2.631, -1.017], [1.927, 1.969, -3.180], [1.177, 0.824, -1.174], [1.300, -2.563, -0.594], [2.412, -2.724, -1.538], [0.804, -3.886, -0.188], [1.689, -1.657, 0.547], [0.137, -1.739, -1.100], [0.711, 1.766, 2.293], [1.437, 0.481, 1.996], [1.521, 2.979, 2.203], [-0.270, 1.640, 1.127], [-0.071, 1.763, 3.539], [-2.118, -1.929, 1.960], [-3.202, -1.891, 0.935], [-1.594, -3.294, 2.096], [-1.030, -0.940, 1.562], [-2.647, -1.442, 3.269], [-1.803, 1.169, -1.842], [-1.538, 0.324, -0.768], [-1.612, 2.222, -1.581], [-1.140, 0.963, -2.685], [-2.837, 1.086, -2.227], [-2.272, 0.403, -0.150]]}

=====

5.
{"formula": "C4H8O2", "method": "ωB97M-V with the def2-TZVPD basis set", "gap_ev": 9.776, "homo_energy_ev": -8.94, "de_lowest_kcal_mol": 47.8, "smiles": "C[C@@]1(O)C[C@H]1O", "symbols": ["C", "C", "O", "C", "C", "O", "H", "H", "H", "H", "H", "H", "H", "H"], "xyz": [[-1.055, 0.266, -1.138], [-0.204, 0.493, 0.073], [-0.205, 1.846, 0.460], [0.025, -0.513, 1.169], [1.111, -0.232, 0.164], [1.496, -1.251, -0.713], [-2.119, 0.140, -0.923], [-0.679, -0.605, -1.682], [-0.919, 1.139, -1.785], [0.133, 1.909, 1.363], [0.077, -0.193, 2.209], [-0.482, -1.470, 1.044], [1.912, 0.475, 0.328], [0.908, -2.003, -0.570]]}

=====

6.
{"formula": "C3H5NO", "method": "ωB97M-V with the def2-TZVPD basis set", "gap_ev": 10.500, "homo_energy_ev": -9.37, "de_lowest_kcal_mol": 116.5, "smiles": "C=CN1CO1", "symbols": ["C", "C", "N", "C", "O", "H", "H", "H", "H", "H"], "xyz": [[-1.195, 0.826, -0.438], [-0.347, 0.625, 0.517], [1.364, 0.982, 0.279], [1.899, -0.268, 0.679], [1.846, 0.113, -0.669], [-2.258, 0.686, -0.403], [-1.039, 1.241, -1.496], [-0.423, 0.260, 1.462], [2.859, -0.200, 1.097], [1.212, -1.088, 0.920]]}

=====

7.
{"formula": "C21H74F3O19", "method": "ωB97M-V with the def2-TZVPD basis set", "total_charge": -1, "gap_ev": 8.787, "homo_energy_ev": -6.77, "de_lowest_kcal_mol": 41.9, "symbols": ["C", "C", "O", "C", "O", "C", "F", "F", "F", "H", "H", "H", "H", "H", "H", "C", "O", "H", "H", "H", "H", "C", "O", "H", "H", "H", "H", "C", "O", "H", "H", "H", "H", "C", "O", "H", "H", "H", "H", "C", "O", "H", "H", "H", "H", "C", "O", "H", "H", "H", "H", "C", "O", "H", "H", "H", "H", "C", "O", "H", "H", "H", "H", "C", "O", "H", "H", "H", "H", "C", "O", "H", "H", "H", "H", "C", "O", "H", "H", "H", "H", "C", "O", "H", "H", "H", "H", "C", "O", "H", "H", "H", "H", "C", "O", "H", "H", "H", "H", "C", "O", "H", "H", "H", "H", "C", "O", "H", "H", "H", "H", "C", "O", "H", "H", "H", "H"], "xyz": [[-1.204, 0.786, 1.832], [-1.085, -0.497, 1.113], [-0.209, -0.243, 0.011], [-0.181, -1.378, -0.698], [0.352, -1.011, -1.945], [0.664, -2.559, -0.213], [1.909, -2.136, 0.043], [0.080, -3.156, 0.951], [0.650, -3.560, -1.138], [-1.995, 1.333, 1.245], [-0.420, 1.504, 1.786], [-1.634, 0.710, 2.840], [-1.984, -0.899, 0.738], [-0.663, -1.104, 1.830], [-1.109, -1.746, -1.027], [-0.100, 4.098, 0.741], [0.199, 5.452, 0.818], [-0.024, 3.720, -0.275], [-1.119, 3.901, 1.025], [0.626, 3.549, 1.268], [-0.670, 5.819, 1.045], [2.477, 1.619, -0.149], [1.232, 1.774, -0.796], [2.631, 2.150, 0.794], [3.378, 1.770, -0.743], [2.603, 0.552, 0.070], [0.742, 0.946, -0.772], [1.118, 1.317, -4.575], [-0.174, 1.307, -5.125], [1.726, 0.449, -4.901], [1.086, 1.422, -3.439], [1.609, 2.165, -4.987], [-0.537, 0.428, -4.911], [2.133, -0.966, 2.687], [2.334, -0.538, 4.028], [1.463, -1.829, 2.705], [3.011, -1.219, 2.140], [1.577, -0.351, 2.061], [1.498, -0.759, 4.485], [3.468, -4.926, -2.356], [4.776, -4.451, -2.452], [3.468, -5.878, -1.785], [3.092, -5.244, -3.361], [2.887, -4.096, -1.859], [4.922, -3.762, -3.109], [-3.842, 4.737, -0.955], [-3.405, 3.625, -0.182], [-4.159, 5.538, -0.316], [-4.760, 4.604, -1.478], [-3.079, 5.063, -1.730], [-2.828, 3.092, -0.796], [3.427, -4.598, 1.301], [4.767, -4.964, 1.491], [3.230, -4.772, 0.214], [3.315, -3.550, 1.563], [2.782, -5.208, 1.915], [5.283, -4.662, 0.751], [-5.468, 0.903, 0.162], [-4.287, 0.123, -0.211], [-5.161, 1.731, 0.811], [-6.096, 0.322, 0.927], [-5.899, 1.350, -0.666], [-3.553, 0.695, -0.421], [-4.305, 0.581, 3.293], [-5.137, 1.616, 3.623], [-4.703, -0.414, 3.497], [-3.413, 0.730, 3.792], [-4.005, 0.721, 2.243], [-4.766, 2.409, 3.281], [0.853, 2.514, 3.860], [2.031, 2.120, 3.230], [0.953, 2.782, 4.960], [0.248, 1.601, 3.962], [0.311, 3.296, 3.350], [2.363, 1.316, 3.634], [5.086, -1.824, -0.077], [4.810, -0.490, -0.453], [4.359, -2.648, -0.540], [4.940, -1.968, 0.984], [6.132, -2.107, -0.283], [4.071, -0.550, -1.089], [-2.545, -1.179, -3.461], [-1.271, -0.887, -3.817], [-2.572, -2.285, -3.216], [-3.362, -1.132, -4.196], [-2.842, -0.616, -2.576], [-0.778, -0.896, -2.983], [-2.579, 3.724, 3.325], [-3.637, 3.637, 2.398], [-2.859, 3.347, 4.330], [-2.157, 4.704, 3.320], [-1.826, 3.078, 3.057], [-3.430, 3.854, 1.518], [3.494, -1.285, -3.330], [2.846, -0.359, -2.454], [4.518, -1.131, -3.107], [3.320, -1.104, -4.346], [3.300, -2.361, -3.097], [1.973, -0.680, -2.249], [-1.581, 2.357, -2.403], [-1.872, 1.658, -1.235], [-0.581, 2.814, -2.360], [-2.248, 3.149, -2.811], [-1.582, 1.652, -3.169], [-1.209, 1.045, -0.827], [0.035, -3.672, -4.356], [0.990, -2.658, -4.196], [-0.626, -3.557, -3.489], [0.512, -4.675, -4.263], [-0.452, -3.518, -5.326], [0.830, -2.076, -3.412], [-1.204, -1.833, 4.779], [-0.251, -0.767, 5.064], [-2.123, -1.900, 5.402], [-0.621, -2.697, 5.078], [-1.482, -1.812, 3.712], [-0.824, -0.080, 5.441]]}